Here is C39H33BrGe2N4NaS3Te as an isolated structure from the OMol25 dataset. Energies are from ωB97M-V/def2-TZVPD.

```
84
Properties=species:S:1:pos:R:3:mulliken_charge:R:1
Na -0.9440 0.5890 -1.1067 1.17
S -2.3322 -1.8282 -1.2238 0.05
C -3.9171 -1.3246 -1.7752 -0.56
C -4.9997 -2.1811 -1.5256 -0.47
C -6.3022 -1.8917 -1.9014 0.43
C -7.3569 -2.8372 -1.6436 -0.05
N -8.1939 -3.6024 -1.4423 -0.63
C -6.5518 -0.6673 -2.5433 0.72
C -5.5081 0.2027 -2.7822 -0.95
C -4.1661 -0.0751 -2.4353 0.20
S -2.9421 1.0739 -2.8586 -0.41
C -7.8849 -0.2975 -2.9612 -0.05
N -8.9411 -0.0044 -3.3123 -0.63
H -4.7936 -3.1155 -1.0196 0.44
H -5.7122 1.1474 -3.2686 0.45
Br 0.1303 7.1812 2.4311 -0.25
C 0.2436 5.7258 1.2151 0.13
C 1.3394 5.6362 0.3724 -0.89
C 1.4270 4.5699 -0.5090 -0.16
C 0.4282 3.6048 -0.5524 -0.10
C -0.6510 3.7068 0.3135 -0.09
C -0.7542 4.7693 1.1996 -0.59
N 0.4427 2.4548 -1.3982 0.44
C 1.2255 2.3687 -2.3857 -0.63
C 1.2723 1.1485 -3.2426 0.43
C 2.1759 1.0865 -4.2874 -0.84
C 2.2055 -0.0662 -5.0636 -0.55
C 1.3257 -1.0861 -4.7642 -0.78
C 0.4486 -0.9308 -3.6928 -0.34
N 0.4326 0.1589 -2.9421 0.27
H 2.1232 6.3796 0.4156 0.39
H 2.3062 4.4855 -1.1333 0.21
H -1.4267 2.9487 0.2960 0.51
H -1.5983 4.8328 1.8721 0.44
H 1.9145 3.1709 -2.6715 0.27
H 2.8460 1.9157 -4.4789 0.41
H 2.9082 -0.1607 -5.8818 0.39
H 1.3161 -2.0045 -5.3357 0.41
H -0.2612 -1.7007 -3.4109 0.43
Te -3.2729 -0.3836 1.2768 0.24
C -2.9646 0.4263 3.2250 -0.26
C -3.3640 -0.0710 4.4400 -0.43
C -2.9956 0.7475 5.5456 -0.42
C -2.3048 1.8610 5.1630 -0.63
S -2.1485 1.9181 3.4614 0.10
H -3.8858 -1.0136 4.5294 0.39
H -3.2179 0.5081 6.5771 0.33
H -1.8898 2.6338 5.7905 0.37
C 4.3759 -0.1026 2.6171 -1.45
Ge 2.8799 0.5452 1.5004 0.58
C 3.8185 1.7965 0.2560 -1.15
C 1.9000 1.7875 2.6957 -1.00
Ge 1.2412 -0.8414 0.2690 0.10
C 0.7469 -2.1635 1.7154 0.17
C 1.0591 -1.9889 3.0693 0.41
C 0.5927 -2.8527 4.0548 -0.85
C -0.2059 -3.9355 3.7131 -0.36
C -0.5388 -4.1299 2.3792 -0.83
C -0.0770 -3.2524 1.4062 0.33
C 2.4937 -1.9826 -0.8462 -0.20
C 1.9931 -3.1285 -1.4810 -0.12
C 2.7575 -3.8893 -2.3576 -0.87
C 4.0606 -3.5126 -2.6585 -0.36
C 4.5833 -2.3750 -2.0565 -0.78
C 3.8135 -1.6343 -1.1647 0.53
H 4.8977 0.7650 3.0317 0.46
H 5.0813 -0.6892 2.0249 0.39
H 4.0211 -0.7283 3.4376 0.38
H 4.1888 2.6638 0.8117 0.52
H 3.1310 2.1480 -0.5150 0.00
H 4.6647 1.3180 -0.2422 0.52
H 2.5321 2.6453 2.9471 0.50
H 1.5859 1.3019 3.6217 0.42
H 0.9983 2.1550 2.2006 -0.03
H 1.6810 -1.1556 3.3763 -0.17
H 0.8516 -2.6738 5.0931 0.39
H -0.5802 -4.6071 4.4773 0.34
H -1.1876 -4.9504 2.0940 0.38
H -0.4091 -3.4070 0.3854 -0.30
H 0.9694 -3.4373 -1.2898 0.20
H 2.3277 -4.7736 -2.8164 0.38
H 4.6589 -4.0972 -3.3482 0.34
H 5.6009 -2.0661 -2.2731 0.39
H 4.2617 -0.7620 -0.7029 -0.17
```

E_HOMO (spin up / spin down)	-1.8 / -1.7	eV
total charge	-2
spin multiplicity	2
HOMO-LUMO gap (spin up / spin down)	0.1830 / 0.1825	Ha
calculated total energy	-274231.0548	eV